A.
Formula: C5H17N2O
Source: OMol25
Level of theory: ωB97M-V/def2-TZVPD

Geometry as XYZ:
```
25
Properties=species:S:1:pos:R:3:lowdin_charge:R:1
O -4.557 0.273 -0.998 -0.052
N -1.592 0.363 0.217 0.180
N 0.875 -0.642 -0.228 -0.239
C 1.140 -1.414 -1.459 -0.071
C 0.655 0.766 -0.553 -0.182
C 2.012 -0.862 0.685 -0.248
C -0.414 1.310 0.423 -0.097
C 1.996 -0.104 1.997 -0.073
H -1.293 -0.584 0.474 0.163
H -0.188 1.393 1.473 0.114
H 1.945 0.957 1.751 0.063
H 1.553 1.359 -0.401 0.133
H 0.205 0.897 -1.518 0.114
H 0.431 -1.121 -2.231 0.085
H 1.145 -0.290 2.668 0.081
H -5.271 -0.083 -1.532 0.054
H 2.172 -1.363 -1.778 0.089
H 0.958 -2.480 -1.284 0.095
H -0.782 2.209 -0.078 0.133
H -4.580 1.230 -0.956 0.037
H -2.477 0.727 0.568 0.153
H -1.794 0.395 -0.784 0.145
H 2.933 -0.591 0.173 0.120
H 2.083 -1.929 0.780 0.116
H 2.848 -0.417 2.593 0.088
```

Values from the calculation:
Net charge: +1
Highest occupied orbital energy (eV): -12.91
Lowest unoccupied orbital energy (eV): -3.19
Orbital gap (eV): 9.72

B.
Formula: C5H17N2O
Source: OMol25
Level of theory: ωB97M-V/def2-TZVPD

Geometry as XYZ:
```
25
Properties=species:S:1:pos:R:3:lowdin_charge:R:1
O 0.267 1.384 -2.919 -0.123
N 1.890 -1.848 -0.209 -0.012
N -0.677 -1.090 -0.998 0.217
C -1.553 -0.038 2.088 -0.050
C 1.176 -1.141 0.800 -0.211
C -0.997 0.701 0.852 -0.310
C 0.039 -0.219 0.022 -0.224
C -0.245 2.090 1.035 -0.033
H 0.919 2.016 1.069 0.122
H -1.637 -1.189 -0.609 0.171
H -0.884 -0.724 2.577 0.059
H -0.625 2.459 1.974 0.075
H -1.852 0.931 0.182 0.134
H -0.442 2.735 0.290 0.028
H 2.840 -1.538 -0.135 0.077
H -1.752 0.625 2.914 0.086
H -0.246 -1.965 -1.212 0.131
H -0.824 -0.628 -1.938 0.172
H 1.154 1.782 -3.174 0.084
H 1.880 -0.570 1.391 0.114
H -0.534 1.823 -3.397 0.103
H 0.602 -1.748 1.608 0.132
H 0.564 0.631 -0.405 0.093
H 2.013 -2.847 0.089 0.113
H -2.323 -0.657 1.802 0.050
```

Values from the calculation:
Net charge: +1
Highest occupied orbital energy (eV): -13.89
Lowest unoccupied orbital energy (eV): -3.02
Orbital gap (eV): 10.87

Tell me which of them is the least stable. Sure, it is B.

A.
Formula: C5H17N2O
Source: OMol25
Level of theory: ωB97M-V/def2-TZVPD

Geometry as XYZ:
```
25
Properties=species:S:1:pos:R:3:lowdin_charge:R:1
O 0.221 -1.975 -1.145 -0.119
N -0.658 -1.692 1.350 0.193
N 0.729 0.555 -2.367 -0.013
C 0.416 0.991 0.477 -0.199
C -0.136 0.646 1.965 -0.178
C 0.155 -0.747 2.393 -0.107
C -0.725 1.244 -0.466 -0.221
C -0.057 1.644 -1.811 -0.247
H -1.645 -1.618 1.477 0.141
H -0.337 -2.617 1.458 0.125
H 1.144 0.198 0.118 0.122
H -1.438 2.139 -0.265 0.156
H 0.615 0.308 -3.332 0.090
H 0.321 -0.971 -1.376 0.033
H 1.213 -0.921 2.279 0.116
H -1.190 0.862 1.881 0.091
H 1.073 1.752 0.576 0.072
H 0.487 2.553 -1.560 0.122
H -1.463 0.465 -0.418 0.095
H 1.750 0.620 -2.152 0.120
H -0.893 1.846 -2.443 0.109
H 0.083 1.426 2.817 0.164
H -0.026 -1.093 3.448 0.142
H 0.532 -2.504 -1.893 0.072
H -0.406 -1.363 0.307 0.121
```

Values from the calculation:
Net charge: +1
Highest occupied orbital energy (eV): -13.14
Lowest unoccupied orbital energy (eV): -2.76
Orbital gap (eV): 10.38

B.
Formula: C5H17N2O
Source: OMol25
Level of theory: ωB97M-V/def2-TZVPD

Geometry as XYZ:
```
25
Properties=species:S:1:pos:R:3:lowdin_charge:R:1
O 1.710 2.223 0.522 -0.055
N -0.143 -0.075 -0.147 0.064
N -0.149 -0.884 -2.861 0.011
C -0.102 0.669 2.205 -0.044
C -1.403 -0.153 -0.940 -0.121
C -1.023 0.186 -2.370 -0.251
C -0.216 -0.542 1.299 -0.356
C 0.868 -1.588 1.567 -0.029
H 0.557 -0.502 -3.472 0.080
H -2.114 0.545 -0.497 0.140
H -1.850 -1.143 -0.954 0.137
H 0.535 -2.403 2.213 0.097
H -1.172 -1.054 1.420 0.143
H -1.907 0.297 -3.006 0.120
H -0.637 -1.677 -3.243 0.084
H 2.438 2.051 1.132 0.067
H 1.247 -2.186 0.732 0.089
H 0.893 1.047 1.969 0.052
H 0.201 0.888 -0.202 0.135
H 1.735 3.167 0.312 0.074
H -0.963 1.340 2.184 0.097
H -0.569 1.168 -2.544 0.125
H 0.542 -0.711 -0.565 0.145
H 1.719 -1.047 1.984 0.089
H -0.198 0.388 3.261 0.105
```

Values from the calculation:
Net charge: +1
Highest occupied orbital energy (eV): -13.45
Lowest unoccupied orbital energy (eV): -2.58
Orbital gap (eV): 10.86

C.
Formula: C5H17N2O
Source: OMol25
Level of theory: ωB97M-V/def2-TZVPD

Geometry as XYZ:
```
25
Properties=species:S:1:pos:R:3:lowdin_charge:R:1
O 5.398 -1.770 4.448 -0.056
N 0.446 -0.037 0.738 0.016
N -0.588 -1.332 -1.306 0.196
C -3.000 0.054 -1.025 -0.068
C 0.723 0.564 -0.576 -0.207
C -1.770 2.102 -0.306 -0.038
C -1.788 0.910 -1.346 -0.314
C -0.422 0.142 -1.492 -0.250
H 1.648 0.076 -0.893 0.126
H -1.284 -1.756 -1.916 0.165
H 0.891 1.632 -0.582 0.123
H 5.043 -2.577 4.074 0.025
H 1.216 -0.056 1.396 0.097
H 0.283 -1.868 -1.275 0.176
H -1.804 1.538 -2.220 0.126
H -0.862 -1.421 -0.314 0.147
H -0.268 0.509 1.203 0.066
H -1.020 2.015 0.484 0.054
H 5.978 -1.419 3.766 0.030
H -3.840 0.703 -1.255 0.103
H -2.951 -0.360 -0.056 0.076
H -1.665 3.073 -0.759 0.086
H -2.663 1.984 0.305 0.084
H -0.123 0.313 -2.527 0.153
H -3.226 -0.816 -1.659 0.083
```

Values from the calculation:
Net charge: +1
Highest occupied orbital energy (eV): -13.44
Lowest unoccupied orbital energy (eV): -3.22
Orbital gap (eV): 10.22

Tell me which of them is the least stable. Sure, it is A.